Entry from OMol25: a structure of composition C31H39N11OSSr at a distorted geometry (wB97M-V/def2-TZVPD).

Computed properties:
Orbital gap in Ha: 0.3405
ΔE to the lowest compared entry with this formula, charge and spin in kcal per mole: 27.2
E_tot in Eh: -2310.760191
E_HOMO in eV: -13.7
Total charge: +2

Geometry (Å):
Sr  0.70  0.84  -0.88
C  1.64  3.49  -1.46
C  1.57  2.75  -2.85
C  2.79  1.88  -3.08
C  3.73  2.18  -4.05
C  4.86  1.38  -4.16
C  5.02  0.32  -3.29
C  4.03  0.08  -2.35
N  2.93  0.83  -2.25
N  0.47  3.35  -0.56
C  0.81  3.78  0.81
C  1.96  3.01  1.43
C  3.00  3.71  2.02
C  4.04  2.99  2.59
C  4.02  1.61  2.51
C  2.95  0.99  1.87
N  1.92  1.67  1.34
C  -0.73  4.03  -1.06
C  -1.67  3.15  -1.86
C  -2.52  3.75  -2.78
C  -3.41  2.95  -3.48
C  -3.41  1.58  -3.25
C  -2.50  1.07  -2.34
N  -1.64  1.83  -1.66
H  1.86  4.54  -1.64
H  2.50  3.09  -0.92
H  1.52  3.51  -3.63
H  0.65  2.16  -3.02
H  3.58  3.03  -4.70
H  5.60  1.59  -4.91
H  5.89  -0.32  -3.33
H  4.11  -0.74  -1.65
H  -0.08  3.62  1.43
H  1.04  4.85  0.84
H  2.98  4.79  2.04
H  4.86  3.50  3.07
H  4.81  1.01  2.93
H  2.91  -0.08  1.77
H  -0.46  4.90  -1.66
H  -1.28  4.42  -0.20
H  -2.48  4.82  -2.94
H  -4.08  3.39  -4.20
H  -4.08  0.92  -3.78
H  -2.45  0.00  -2.15
N  -2.50  -2.47  4.36
C  -3.83  -2.95  3.80
C  -4.66  -1.76  3.32
C  -4.01  -1.00  2.16
N  -2.88  -0.18  2.69
C  -3.57  -1.95  1.06
C  -2.81  -3.21  1.49
N  -1.42  -2.89  1.93
C  -3.54  -3.91  2.65
H  -2.22  -3.00  5.18
H  -2.53  -1.47  4.55
H  -1.79  -2.58  3.54
H  -4.35  -3.46  4.60
H  -4.87  -1.08  4.15
H  -5.62  -2.16  2.99
H  -4.77  -0.34  1.73
H  -3.22  0.73  2.97
H  -2.18  -0.03  1.98
H  -2.98  -1.41  0.31
H  -4.47  -2.29  0.54
H  -2.78  -3.88  0.63
H  -0.99  -2.24  1.28
H  -0.86  -3.74  1.89
H  -2.95  -4.76  3.00
H  -4.49  -4.31  2.29
O  -0.60  -1.22  -0.59
N  -1.17  -2.24  -1.12
C  -0.92  -2.46  -2.39
C  -0.10  -1.51  -3.07
N  0.54  -0.63  -3.46
C  -1.51  -3.58  -3.04
N  -1.98  -4.49  -3.57
S  2.97  -4.15  -0.58
C  3.15  -3.95  1.11
C  2.58  -2.78  1.49
N  2.00  -2.04  0.48
C  2.15  -2.66  -0.65
H  3.65  -4.68  1.72
H  2.55  -2.41  2.51
H  1.79  -2.27  -1.60

Löwdin population analysis, charges in e, atoms 1 to 4:
1. Sr 1.467
2. C -0.173
3. C -0.135
4. C -0.310